14
Properties=species:S:1:pos:R:3:forces:R:3:nbo_charge:R:1 method="wB97M-V/def2-TZVPD" total_charge=0 relative_energy_ev=0.572 orbital_gap_ev=10.4851 lumo_energy_ev=0.9 max_force_ev_per_a=1.164 smiles=CCNCC#N homo_energy_ev=-9.55
N -2.9032 -0.4390 1.5204 0.60 0.08 -0.99 -0.328
N -0.1488 -0.3987 -0.6938 0.02 0.05 -0.08 -0.613
C -2.3181 -0.3084 0.5303 -0.41 -0.17 0.84 0.253
C 0.5748 0.4020 0.2762 0.08 0.19 0.08 -0.220
C -1.5491 -0.0904 -0.7295 -0.16 0.11 -0.20 -0.317
C 2.0577 0.0874 0.2612 0.06 -0.06 0.00 -0.613
H 0.1765 0.3125 1.3036 0.05 -0.12 -0.19 0.175
H 2.4402 0.1043 -0.7641 -0.02 0.04 0.15 0.213
H 2.6142 0.8152 0.8592 -0.07 -0.13 -0.08 0.219
H 0.4026 1.4456 -0.0211 0.14 -0.06 0.09 0.183
H 2.2425 -0.9058 0.6831 0.03 0.09 -0.06 0.204
H 0.0912 -1.3822 -0.7315 -0.19 0.15 0.34 0.374
H -2.0439 -0.6233 -1.5436 0.00 -0.03 0.12 0.241
H -1.6366 0.9808 -0.9504 -0.12 -0.13 -0.02 0.229